{
  "formula": "C18H52ClO12",
  "method": "ωB97M-V with the def2-TZVPD basis set",
  "symbols": ["Cl", "O", "O", "O", "O", "O", "O", "O", "O", "O", "O", "O", "O", "C", "C", "C", "C", "C", "C", "C", "C", "C", "C", "C", "C", "C", "C", "C", "C", "C", "C", "H", "H", "H", "H", "H", "H", "H", "H", "H", "H", "H", "H", "H", "H", "H", "H", "H", "H", "H", "H", "H", "H", "H", "H", "H", "H", "H", "H", "H", "H", "H", "H", "H", "H", "H", "H", "H", "H", "H", "H", "H", "H", "H", "H", "H", "H", "H", "H", "H", "H", "H", "H"],
  "coordinates": [[-0.13553, 0.41278, 0.66953], [-1.03583, 1.48574, -1.41626], [2.23378, -1.20922, 0.32770], [-2.99238, -0.39314, 0.98420], [1.72991, 2.83343, -0.29643], [0.03293, -0.20880, -0.53833], [0.16397, -0.61048, -2.28748], [-1.47267, 0.58419, 1.03146], [2.75166, 0.91399, 5.05010], [0.57279, -0.31490, 1.68605], [2.42392, 0.47180, -0.18058], [0.42368, 1.71393, 0.61986], [-0.82392, 2.06481, -3.43967], [2.15117, -2.24733, 1.23493], [1.11625, 1.27922, -2.26883], [0.40049, 2.43074, -2.95009], [-2.41480, 1.75850, -1.34743], [2.13745, 0.50123, 2.64338], [-0.16550, -2.51143, -0.81084], [-1.23927, -2.10956, 1.40297], [0.03614, 3.54083, -1.94354], [1.92315, 1.28679, 3.93519], [-3.06274, 0.41735, -1.06457], [-2.20522, -1.45720, 0.41774], [-0.56244, -1.88114, -2.17247], [2.06519, 2.83277, 3.61331], [-2.88375, 2.34804, -2.60865], [0.76855, -2.94424, 1.18422], [-3.16792, -2.59541, -0.11564], [2.39024, -1.65921, 2.66431], [-0.40971, -2.80987, -3.37926], [-1.61729, -1.68790, -1.97736], [1.01328, 3.74428, -1.50547], [-2.70699, 1.67788, -3.44992], [1.13986, 2.07974, -0.30134], [-3.95884, 2.49899, -2.51121], [2.54433, -2.53360, 3.29661], [-1.27885, 1.40752, -2.90805], [-0.87310, 1.31265, -0.48612], [3.27749, -1.04164, 2.80393], [0.63278, -3.42857, 0.21722], [-0.61932, 3.31161, -1.10334], [0.86295, -2.87132, -0.84047], [-0.93084, -3.25619, -0.59248], [-1.57546, -1.12772, -0.40867], [1.59648, 3.23709, 0.56118], [-0.84571, -2.98523, 0.88681], [0.61814, 0.82292, -1.41340], [1.22582, 0.64024, 2.06226], [2.01170, 1.72563, -1.83640], [-0.41513, -1.42755, 1.61210], [0.63634, -2.99116, -3.62628], [-2.80798, -0.27946, -1.86311], [2.94521, -2.94687, 0.97367], [2.07020, -0.08362, -0.87530], [0.89652, 1.15878, 4.27832], [-2.40213, 0.26523, 1.35803], [-4.15233, 0.38928, -1.05382], [2.21495, -0.55130, 2.91589], [1.66484, 0.69496, 0.35815], [1.49321, -0.62599, 0.50934], [0.77727, -3.71967, 1.95021], [1.40389, 2.89857, 2.74934], [-2.38972, 3.31710, -2.67915], [1.64087, -1.00744, 3.11348], [1.53599, 0.61232, -3.02193], [-3.69365, -3.21184, 0.61356], [-0.24153, -1.78821, 0.00111], [0.10436, -0.10272, -1.47494], [-3.88007, -2.16441, -0.81934], [-0.68776, -3.81207, -3.05306], [1.77436, 3.49318, 4.43024], [1.06364, 2.76914, -3.74621], [-1.63293, -2.40499, 2.37551], [3.63407, 1.22549, 4.83581], [-2.63031, 2.49592, -0.57421], [-0.22256, 4.48495, -2.42293], [3.13413, 2.97296, 3.45264], [3.04666, 0.78699, 2.11444], [-2.69258, 0.03456, -0.11349], [-2.54743, -3.33644, -0.61958], [-0.96031, -2.44345, -4.24567], [0.05370, -2.15256, 1.40858]],
  "atomic_forces_ev_per_a": [[-1.0, 1.9, 8.5], [-3.8, 0.0, 3.3], [-0.1, -9.6, 1.9], [-9.0, -9.2, 5.1], [5.1, 4.2, -0.1], [-1.1, -2.7, 15.6], [-1.4, -8.5, -11.2], [11.3, 7.4, -0.3], [-0.1, -0.1, 0.0], [-7.4, -2.9, -3.1], [2.5, 8.7, -3.4], [-4.6, -1.8, 4.7], [0.4, -0.7, -5.4], [-0.3, -1.1, 1.1], [3.7, 3.3, -1.2], [-0.8, -0.1, 2.2], [-2.0, -1.2, 0.1], [2.7, 10.6, 2.7], [0.1, 0.4, -5.5], [-8.2, 0.4, 0.8], [2.6, 2.5, -0.9], [0.3, 1.8, -0.8], [-0.2, 1.5, -3.7], [-2.8, -3.2, 2.8], [0.7, 1.2, 1.2], [-0.1, -1.9, 0.9], [-1.9, 1.4, -0.3], [8.3, -2.8, 3.1], [0.7, 0.8, -0.1], [2.3, -11.6, 0.1], [0.6, 0.2, 1.0], [-0.3, 0.2, -1.1], [-0.7, 0.8, -0.2], [-0.8, 0.5, -0.1], [2.2, 1.8, -2.1], [-0.3, 0.0, 0.1], [0.1, -0.8, 0.3], [1.8, -0.3, -1.2], [-1.7, 2.4, -2.8], [1.2, -2.0, -0.6], [0.7, -1.0, 3.2], [0.3, 0.6, -0.7], [-0.5, 0.7, -2.2], [1.0, -0.6, -0.7], [-1.9, 0.0, 0.6], [0.2, 0.3, 0.0], [-3.1, 0.2, 1.5], [3.3, 4.4, -3.1], [5.0, 3.9, 3.3], [0.1, 0.1, -0.6], [-4.5, 1.3, 1.2], [0.2, 0.6, -0.2], [0.1, 0.3, -0.6], [0.5, 0.1, 0.3], [1.0, 0.5, -0.6], [-0.2, -0.3, 0.3], [-5.0, -2.1, 2.9], [-0.2, 0.5, 0.4], [2.6, 10.4, -0.9], [3.2, 1.4, -0.7], [2.4, -3.3, 0.1], [-0.2, 0.0, 0.7], [0.5, 0.8, -0.1], [-0.4, -0.1, -0.8], [-4.9, -7.1, 1.7], [-0.5, -0.1, 0.2], [-0.1, 0.7, 0.6], [1.0, -2.1, -2.7], [-0.9, -0.4, -9.6], [0.0, -0.1, 0.0], [-0.8, -0.1, -0.2], [-0.3, 0.0, 0.0], [-0.2, 0.4, -0.1], [-0.5, 0.2, 0.1], [0.2, -0.1, 0.0], [0.1, 0.1, 0.5], [-0.6, -0.1, -0.4], [-0.1, 0.4, -0.7], [0.2, 0.4, 0.0], [-1.5, 2.2, -4.1], [-0.4, 0.2, -0.4], [0.0, -0.2, 0.1], [6.3, -4.5, -0.1]],
  "charge": -1,
  "largest_force_ev_per_a": 15.8,
  "e_above_lowest_ev": 57.644,
  "e_homo_ev": -4.5447,
  "energy_ha": -2077.828055
}



{
  "formula": "C39H43ClIrP2Si2",
  "method": "ωB97M-V with the def2-TZVPD basis set",
  "symbols": ["Ir", "Cl", "P", "P", "Si", "Si", "C", "C", "C", "C", "C", "C", "C", "C", "C", "C", "C", "C", "C", "C", "C", "C", "C", "C", "C", "C", "C", "C", "C", "C", "C", "C", "C", "C", "C", "C", "C", "C", "C", "C", "C", "C", "C", "C", "C", "H", "H", "H", "H", "H", "H", "H", "H", "H", "H", "H", "H", "H", "H", "H", "H", "H", "H", "H", "H", "H", "H", "H", "H", "H", "H", "H", "H", "H", "H", "H", "H", "H", "H", "H", "H", "H", "H", "H", "H", "H", "H", "H"],
  "coordinates": [[0.25903, 0.56708, -0.90539], [-4.66732, 1.31243, -1.14702], [-0.53754, 1.48044, 1.09173], [-0.97261, -1.32166, -0.20447], [-0.74711, 3.12585, -4.92391], [-4.12998, 1.45046, -3.14952], [0.11739, 2.46047, -3.50694], [-2.43087, 2.37215, -3.18407], [0.59262, 2.63408, 1.90523], [-4.61953, -0.75131, -4.83113], [-0.55418, -0.00310, 2.21780], [-0.71124, 4.85432, -5.66688], [-2.77764, -1.42747, -0.29464], [-0.08081, 4.93280, -6.92619], [-1.18453, 1.79561, -3.63878], [-1.35163, 2.05973, -6.38341], [-0.50241, 1.15681, -7.02419], [-2.55138, -0.97242, -3.61450], [-0.39973, -2.93221, -0.79756], [-0.14454, 6.10936, -7.67309], [2.25747, 1.44705, -1.61185], [2.14820, -0.43870, -0.25246], [2.36136, 0.99207, -0.25101], [-2.39225, 0.32700, -8.29699], [-4.35036, -1.95553, -5.49357], [-2.15996, 2.25872, 1.30098], [1.96520, -0.85479, -1.62705], [-2.28697, 3.61548, -2.56105], [-2.25856, -2.15395, -4.31133], [-0.61810, -2.29371, 3.80740], [-0.70950, -2.41960, 2.41459], [-3.22343, 1.27898, -7.69486], [-1.41070, 7.17328, -5.90230], [-0.43999, -1.03964, 4.39375], [0.13683, 3.76820, -2.90769], [-0.69183, -1.27092, 1.62701], [2.04167, 0.29672, -2.45445], [-0.37149, 0.11031, 3.59506], [-1.35562, 5.99116, -5.14961], [-3.16314, -2.65759, -5.25106], [-0.82594, 7.23165, -7.17363], [-2.70385, 2.15582, -6.73505], [-3.71639, -0.23494, -3.88530], [-1.04656, 4.23106, -2.34950], [-1.02989, 0.29228, -7.99161], [1.41913, 2.09008, 2.37842], [-0.89872, 8.14772, -7.77239], [-5.07013, -2.35354, -6.20827], [-5.53113, -0.18737, -5.05036], [-1.83406, -0.62967, -2.86061], [-2.13687, 2.89261, 2.20210], [1.03289, 1.97777, -3.83587], [-0.53581, -3.00098, -1.88610], [-0.78709, -3.40416, 1.94532], [-2.94424, 1.49950, 1.41805], [2.59816, 1.60899, 0.60853], [-0.36115, -0.94046, 5.47569], [-1.92086, 8.04676, -5.48597], [0.99996, 3.32690, 1.15969], [-4.27895, 1.33354, -7.96324], [-3.10857, -1.72149, -1.29847], [-1.32744, -2.68415, -4.09252], [1.96819, 0.28986, -3.54289], [-0.37748, -0.41515, -8.49602], [-1.01814, 5.09642, -1.67870], [-0.68152, -3.18653, 4.42693], [-2.94563, -3.58732, -5.78501], [0.33014, 6.14533, -8.65142], [-0.19385, 1.09066, 4.04435], [-2.40871, 2.88214, 0.43348], [0.55510, 1.12768, -6.75435], [-5.41451, 1.86042, -3.64252], [1.82267, -1.87101, -1.97899], [-3.21939, -0.45252, -0.06198], [-3.16240, 4.07707, -2.08945], [-0.98100, -3.73819, -0.32843], [0.66140, -3.08545, -0.56920], [-1.83335, 5.93920, -4.16848], [-3.12085, -2.16895, 0.43985], [2.18650, -1.09561, 0.61240], [-2.81555, -0.38056, -9.01806], [1.08152, 4.30858, -2.80249], [2.36993, 2.47235, -1.94458], [-1.17057, 0.80053, -4.07537], [-3.34827, 2.89585, -6.24975], [-1.32187, 0.84710, -1.08591], [0.42429, 4.04431, -7.31887], [0.05198, 3.20998, 2.67146]],
  "atomic_forces_ev_per_a": [[-2.5, 2.6, 0.7], [0.0, 0.2, 0.2], [0.4, -0.8, 0.8], [0.3, -0.9, 0.5], [-1.0, 0.3, -4.3], [2.3, -1.1, 0.2], [1.0, -1.0, 0.4], [-1.6, -0.8, -0.1], [0.1, 0.4, 0.3], [0.4, -0.2, 0.0], [0.2, 0.4, -0.4], [-0.1, 0.0, 0.2], [-0.2, -0.1, 0.1], [-0.5, -1.7, 1.9], [0.1, -0.8, 0.6], [0.6, 0.9, 0.3], [-0.5, -0.3, -0.3], [0.1, -0.3, -0.3], [-0.1, -0.7, 0.3], [-0.2, 2.0, -0.6], [1.0, -0.6, 1.0], [0.0, 0.1, -0.6], [0.9, -0.2, -1.1], [-0.1, 0.2, 0.0], [0.1, 0.0, 0.0], [-0.4, 0.2, 0.1], [1.5, -0.2, -0.3], [0.3, 1.6, 1.7], [-0.2, 0.2, 0.3], [0.1, 0.0, -0.2], [0.0, 0.2, 0.3], [0.1, 0.1, 0.2], [0.2, 1.6, -1.7], [0.0, 0.2, -0.2], [1.3, 0.1, 0.4], [-0.3, 0.0, -0.5], [-0.6, -0.8, 0.4], [-0.2, -0.3, 0.1], [0.3, -1.7, 0.5], [-0.1, 0.3, 0.1], [-0.2, 0.3, 0.3], [0.0, -0.4, -0.4], [-0.4, 0.0, -0.1], [-1.8, 0.8, 0.9], [0.0, 0.0, 0.2], [-0.2, 0.2, -0.1], [0.1, -0.5, 0.3], [0.2, 0.1, 0.2], [0.2, -0.3, 0.0], [-0.3, -0.1, -0.3], [-0.1, -0.3, -0.3], [-0.3, -0.1, 0.5], [0.0, 0.1, 0.3], [-0.1, 0.3, 0.3], [0.2, 0.2, -0.1], [-0.1, -0.2, -0.3], [0.0, -0.1, -0.3], [0.2, -0.2, -0.2], [-0.1, -0.1, 0.2], [0.3, -0.1, 0.1], [0.1, 0.1, 0.3], [-0.3, 0.1, -0.1], [0.0, -0.1, 0.5], [-0.1, 0.1, 0.1], [0.0, -0.1, -0.5], [0.1, 0.2, -0.1], [-0.1, 0.4, 0.2], [-0.1, 0.1, 0.1], [-0.1, -0.4, 0.0], [0.1, -0.1, 0.2], [-0.2, -0.1, -0.2], [-0.3, 0.7, -0.7], [0.1, 0.3, 0.1], [0.1, -0.3, 0.0], [0.3, -0.1, -0.2], [0.2, 0.1, -0.2], [-0.3, 0.0, 0.0], [0.2, 0.0, -0.3], [0.0, 0.2, -0.2], [0.0, 0.2, -0.2], [0.2, 0.3, 0.3], [-0.4, -0.2, -0.2], [-0.1, -0.2, 0.2], [0.0, 0.4, 0.0], [0.1, -0.2, -0.2], [0.2, -0.4, -0.6], [-0.2, 0.4, 0.0], [0.3, -0.2, -0.2]],
  "charge": 2,
  "largest_force_ev_per_a": 4.4,
  "e_above_lowest_ev": 1.893,
  "e_homo_ev": [-9.8616, -13.1183],
  "s2": 8.787,
  "spin_multiplicity": 6,
  "energy_ha": -3337.360684
}



- Which of these has the highest charge?
  C39H43ClIrP2Si2



- Which value of charge does entry 2 give?
  +2



- Which of these has the lowest charge?
  C18H52ClO12